Record 1
{
  "formula": "C7H4N2O4Pt",
  "method": "wB97M-V/def2-TZVPD",
  "elements": ["Pt", "O", "O", "O", "O", "N", "N", "C", "C", "C", "C", "C", "C", "C", "H", "H", "H", "H"],
  "positions_angstrom": [[-0.0719, -0.3950, -1.5973], [-0.5863, -0.3083, -4.6483], [-2.6148, -1.9325, -0.7694], [2.4931, -1.8705, -1.3785], [-1.5408, 2.9961, -1.2316], [0.9199, 0.9854, 2.3885], [0.1644, 0.0881, 0.5455], [0.3279, -0.2389, 2.7517], [1.4973, -1.2847, -1.4918], [-0.1513, -0.7840, 1.5752], [-0.3955, -0.2603, -3.5143], [-1.2119, 1.9357, -1.4045], [-1.7054, -1.2740, -1.0511], [0.7828, 1.1416, 1.0545], [0.2840, -0.6392, 3.7758], [1.3647, 1.6107, 3.0216], [1.1404, 1.9787, 0.5432], [-0.6967, -1.7490, 1.4308]],
  "s2": 2.0072,
  "spin_multiplicity": 3,
  "total_charge": 2,
  "e_tot_ev": -21719.808
}

=====

Record 2
{
  "formula": "C7H56NO22PS",
  "method": "wB97M-V/def2-TZVPD",
  "elements": ["S", "P", "O", "O", "O", "O", "O", "O", "O", "O", "O", "O", "O", "O", "O", "O", "O", "O", "O", "O", "O", "O", "O", "O", "N", "C", "C", "C", "C", "C", "C", "C", "H", "H", "H", "H", "H", "H", "H", "H", "H", "H", "H", "H", "H", "H", "H", "H", "H", "H", "H", "H", "H", "H", "H", "H", "H", "H", "H", "H", "H", "H", "H", "H", "H", "H", "H", "H", "H", "H", "H", "H", "H", "H", "H", "H", "H", "H", "H", "H", "H", "H", "H", "H", "H", "H", "H", "H"],
  "positions_angstrom": [[-0.7378, 2.1393, -2.9856], [-1.0599, 0.8115, -1.5997], [4.8180, -1.1549, -2.2432], [0.9138, 3.8540, -0.5986], [-1.3507, 5.3001, -3.5864], [2.7417, -2.1069, 6.5903], [3.4359, 4.3940, 1.0681], [1.4376, -4.1723, 5.4444], [-6.3394, 0.9062, 1.7581], [-4.9647, -0.9662, -3.2836], [-3.5026, 3.8437, -2.4633], [2.9126, 2.3885, 6.0376], [0.7007, -3.9240, -3.6766], [-3.5016, -3.2789, -2.8627], [4.9421, 1.7870, -1.7955], [-2.6576, 0.9698, -1.2395], [-6.7089, -0.5906, -0.6693], [-1.7852, 2.0093, 1.5378], [-2.6497, -1.6129, 3.3709], [0.6598, 2.3639, -5.8061], [2.4220, -4.8356, 3.1331], [-3.4905, 1.3814, -4.2469], [3.0943, -3.1672, -2.9674], [-0.6089, -0.6595, -1.9170], [-0.0548, 1.1428, -0.2857], [2.1625, -0.0670, 2.0198], [1.9796, -1.5367, 2.3152], [0.7452, -0.1179, -0.1459], [2.1131, 0.1416, 0.4888], [3.4504, 0.5952, 2.5286], [0.7942, -0.6554, -1.5166], [-3.0479, -0.1389, -0.4148], [-2.4404, -1.7543, 4.3507], [2.3663, 1.1640, 0.2716], [-3.2268, 0.7924, -5.0262], [3.6360, -4.0202, -2.9147], [2.1773, -3.3979, -3.3276], [0.1954, -4.1542, -2.8308], [5.5833, -1.8162, -2.2697], [2.8365, -5.0990, 2.2485], [-7.5066, -1.0552, -0.2552], [2.1626, -1.2820, 6.6796], [0.2129, -0.7792, 0.5131], [3.5165, 0.5910, 3.6311], [-2.7405, -3.4636, -2.2221], [-4.4440, -0.1090, -3.4170], [1.9343, -4.9561, 5.8478], [0.2948, 4.2669, 0.0871], [4.8308, 0.7868, -1.9001], [1.6230, -4.1599, 4.4498], [0.6644, 2.4422, -4.7973], [-3.3623, 2.8435, -2.5252], [1.3369, 0.5640, 2.4756], [1.1975, 1.5456, -6.0611], [-3.0204, -0.6780, 3.2595], [1.4616, -0.0440, -2.2109], [0.0255, -3.7522, -4.4103], [3.1685, -4.5862, 3.7690], [1.9414, -1.7290, 3.3690], [-1.3120, 2.6642, 2.1468], [-2.0497, 4.6462, -3.2583], [2.2336, -2.7912, 6.0450], [-3.1827, -1.1083, -0.9911], [1.2377, -1.6467, -1.5976], [-4.3171, -3.7812, -2.5363], [2.6500, 4.3761, 0.4311], [-1.4061, 6.1335, -3.0153], [2.8051, -0.4975, 0.0401], [5.5499, 1.9555, -1.0044], [3.5232, 1.6478, 2.2560], [-7.0579, 0.4578, 2.3117], [-3.4559, 4.1087, -1.4880], [-4.0404, 0.0700, 0.0008], [4.4411, 0.2193, 2.0739], [-6.3279, -1.1961, -1.3848], [-2.5817, 1.6343, 2.0365], [0.5030, 2.9835, -0.9104], [-0.6353, 1.1726, 0.5138], [3.4139, 5.2717, 1.5712], [2.8776, -2.0482, 1.9812], [-2.6776, 1.9138, -3.9650], [3.9644, -1.6516, -2.4630], [1.1591, -1.9337, 1.8451], [-6.4414, 0.5979, 0.7999], [-4.3042, -1.7306, -3.2274], [2.8642, 2.7005, 6.9989], [3.6260, 2.9295, 5.5662], [-2.3467, -0.3016, 0.4511]],
  "spin_multiplicity": 1,
  "e_tot_ev": -74826.470
}

=====

Record 3
{
  "formula": "C7H5ClINS",
  "method": "wB97M-V/def2-TZVPD",
  "elements": ["I", "Cl", "S", "N", "C", "C", "C", "C", "C", "C", "C", "H", "H", "H", "H", "H"],
  "positions_angstrom": [[-3.1192, -0.6457, -0.6085], [-2.2419, 1.4295, 1.7370], [2.2830, -1.4704, 0.1296], [0.0127, -1.2645, 1.5658], [1.0905, -2.1919, 1.4975], [-1.6951, 0.7776, 0.2182], [1.0932, 0.6197, -1.3233], [0.9926, -0.3327, -0.3403], [0.0727, 1.5742, -1.4893], [-0.0263, -0.5213, 0.6221], [-1.0535, 1.7458, -0.7088], [0.5389, -3.0181, 1.3172], [1.9162, 0.4308, -1.9804], [1.6685, -2.3186, 2.4185], [0.2014, 2.4613, -2.2101], [-1.7337, 2.7243, -0.8453]],
  "spin_multiplicity": 1,
  "e_tot_ev": -40284.155
}

=====

Record 4
{
  "formula": "C7H5ClN2O2S",
  "method": "wB97M-V/def2-TZVPD",
  "elements": ["Cl", "S", "O", "O", "N", "N", "C", "C", "C", "C", "C", "C", "C", "H", "H", "H", "H", "H"],
  "positions_angstrom": [[4.0233, 2.2073, 0.4477], [2.8836, -0.2854, -0.3203], [2.0656, -3.5653, 0.2279], [1.8253, 1.9806, -0.8770], [0.9780, -1.6490, -0.1694], [1.1877, -2.7728, 0.1877], [-1.6224, 0.9301, -0.9819], [-1.9094, 0.1814, 1.3457], [-0.8941, -0.7526, 1.1006], [-0.4793, 0.0969, -1.1132], [-2.3449, 1.0212, 0.2372], [2.7568, 1.4105, -0.3869], [-0.1569, -0.7675, -0.1158], [-1.9030, 1.3759, -1.8959], [-2.5903, 0.3177, 2.2662], [-0.6779, -1.5148, 1.7787], [0.0406, 0.1028, -2.0814], [-3.1829, 1.6829, 0.3502]],
  "spin_multiplicity": 1,
  "e_tot_ev": -37767.745
}

=====

Record 5
{
  "formula": "C7H5ClNO4S",
  "method": "wB97M-V/def2-TZVPD",
  "elements": ["Cl", "S", "O", "O", "O", "O", "N", "C", "C", "C", "C", "C", "C", "C", "H", "H", "H", "H", "H"],
  "positions_angstrom": [[1.2423, 2.3128, -1.5188], [2.8945, -0.6961, -0.1536], [4.0398, -0.2905, -0.9542], [-2.0791, 1.2652, 0.8147], [2.5297, 0.4843, 0.9251], [-2.7282, 1.8507, -1.3019], [0.3937, 0.7457, 2.0112], [-1.9837, 1.3748, -0.4558], [0.4091, -1.1212, -1.8025], [-0.8498, -0.4836, -1.7324], [1.4146, -0.3972, -1.2448], [1.2046, 1.1495, 0.9614], [0.7480, 0.8183, -0.6141], [-0.7088, 0.6495, -1.0088], [-1.7350, -0.7194, -2.3667], [-0.7001, 0.7986, 1.7123], [0.6762, -0.1220, 2.4771], [0.5383, -2.1668, -2.0530], [1.4506, 2.2332, 1.0602]],
  "spin_multiplicity": 1,
  "total_charge": -1,
  "e_tot_ev": -40376.878
}

=====

Record 6
{
  "formula": "C7H5F2NO2S2",
  "method": "wB97M-V/def2-TZVPD",
  "elements": ["S", "S", "F", "F", "O", "O", "N", "C", "C", "C", "C", "C", "C", "C", "H", "H", "H", "H", "H"],
  "positions_angstrom": [[-1.4426, 0.8127, -3.0285], [1.2473, 1.8659, -2.2739], [0.5901, -2.8309, 2.0505], [-1.5505, -3.1219, 0.4433], [-0.2223, 2.1436, 2.1211], [-0.8639, 0.7482, 3.8140], [-0.2231, 1.0614, -1.7406], [0.4191, -1.9687, 1.0471], [0.0639, -0.0511, -0.8242], [-0.9279, -1.0407, -0.6900], [-0.5138, 1.4424, 3.0107], [-0.7588, -2.0335, 0.2974], [1.4299, -0.9649, 0.8485], [1.1529, 0.0743, -0.0014], [1.7039, 0.9651, -0.2086], [-1.7794, -1.1142, -1.3820], [-1.3779, 2.0830, -3.4153], [0.7376, 2.8783, -1.5478], [2.3155, -0.9488, 1.4796]],
  "spin_multiplicity": 1,
  "e_tot_ev": -40029.000
}

=====

Record 7
{
  "formula": "C7H5LiO2",
  "method": "wB97M-V/def2-TZVPD",
  "elements": ["O", "O", "C", "C", "C", "C", "C", "C", "C", "Li", "H", "H", "H", "H", "H"],
  "positions_angstrom": [[-0.6160, -1.8550, 4.1698], [-0.7937, -1.0882, -1.7314], [2.2105, 2.6675, 1.6996], [-0.3796, -0.5504, -0.7080], [2.2258, 1.8687, 0.6542], [-0.1402, -0.7513, 1.9925], [-0.0674, -1.5106, 0.7345], [-0.3938, -1.3668, 3.1500], [2.1090, 1.0070, -0.2883], [-2.0745, -1.0100, -3.0599], [2.6267, 0.3626, -0.9915], [-0.7055, -2.3993, 0.6798], [-0.8955, 0.3896, -0.4205], [-0.1647, 0.3373, 2.0831], [0.9463, -1.8811, 0.5190]],
  "s2": 0.7706,
  "spin_multiplicity": 2,
  "total_charge": 1,
  "e_tot_ev": -11624.978
}

=====

Record 8
{
  "formula": "C7H5N2O",
  "method": "wB97M-V/def2-TZVPD",
  "elements": ["O", "N", "N", "C", "C", "C", "C", "C", "C", "C", "H", "H", "H", "H", "H"],
  "positions_angstrom": [[3.3200, 1.2101, -0.1529], [1.0636, 2.1612, -2.5794], [2.5726, 0.8777, -1.1391], [-1.7214, -1.0203, 0.9389], [1.8096, 1.7361, -1.7988], [0.6922, -0.6379, 1.0829], [0.4894, 0.1027, -0.0796], [-0.5067, -1.2506, 1.5385], [-0.7481, 0.3335, -0.6536], [-1.9401, -0.2471, -0.1569], [-0.7486, 1.1172, -1.4808], [1.7121, -0.6667, 1.3429], [-2.9467, 0.0071, -0.4791], [-2.4916, -1.7103, 1.2841], [-0.5563, -2.0129, 2.3330]],
  "spin_multiplicity": 1,
  "total_charge": -1,
  "e_tot_ev": -12363.333
}

=====

Record 9
{
  "formula": "C7H5N3O",
  "method": "wB97M-V/def2-TZVPD",
  "elements": ["O", "N", "N", "N", "C", "C", "C", "C", "C", "C", "C", "H", "H", "H", "H", "H"],
  "positions_angstrom": [[-0.5332, -2.7242, 1.4620], [-0.6069, -0.8063, 2.7222], [-0.4869, 0.4266, 2.7889], [-0.2433, 1.1809, 1.7119], [-0.1156, -0.6889, 0.3168], [0.0131, 0.6895, 0.4614], [0.2941, -0.5058, -2.0600], [0.4468, 0.8735, -1.8856], [-0.4534, -1.5076, 1.4744], [0.0266, -1.2765, -0.9414], [0.3249, 1.4925, -0.6548], [0.6975, 1.4860, -2.7627], [0.4308, -1.0098, -3.0272], [-0.1040, -2.3526, -1.0428], [-0.1508, 2.1408, 1.9569], [0.4602, 2.5820, -0.5199]],
  "spin_multiplicity": 1,
  "e_tot_ev": -13856.508
}

=====

Record 10
{
  "formula": "C7H5N3O2",
  "method": "wB97M-V/def2-TZVPD",
  "elements": ["O", "O", "N", "N", "N", "C", "C", "C", "C", "C", "C", "C", "H", "H", "H", "H", "H"],
  "positions_angstrom": [[1.9605, -1.0448, -0.9169], [-1.6260, -2.5179, -0.9796], [-2.5354, 1.4157, 0.8908], [-2.1468, -0.4743, 0.0114], [-1.6415, 0.5108, 0.7777], [-3.6489, 1.0179, 0.2497], [-1.3552, -1.5255, -0.3784], [3.0482, -0.2681, -0.6204], [0.9561, -0.7338, -0.1289], [1.2376, 0.3861, 0.5504], [-3.4075, -0.2104, -0.3286], [2.6412, 0.6897, 0.2503], [3.9323, -0.6790, -1.0872], [-4.4618, 1.6823, 0.3895], [0.4697, 0.9550, 1.0769], [-3.9000, -0.6873, -1.1450], [3.0706, 1.6498, 0.6644]],
  "spin_multiplicity": 1,
  "e_tot_ev": -15898.883
}